[1]
Below is a structure of composition C38H56N5SiTb at a distorted geometry, with properties calculated with wB97M-V/def2-TZVPD.

The value obtained for the LUMO energy (alpha / beta) is -0.1994 / -0.1952 Eh. As for the HOMO-LUMO gap (alpha / beta): 6.66 / 6.80 eV. The total charge is +2. The energy relative to the best compared isomer or geometry (same formula, charge and spin) is 0.0000 eV. As for the expectation value of S²: 12.70. Its calculated total energy is -78066.189 eV. For the largest force on an atom, the calculation gives 0.0690 Eh/bohr. The spin multiplicity is 7.

Geometry as XYZ:
```
101
Properties=species:S:1:pos:R:3:forces:R:3:lowdin_spin:R:1
Tb 9.43752 10.52458 10.60854 1.9842 -0.3482 -0.4037 6.130
C 6.72249 13.97326 7.60127 -1.5034 -0.2147 1.0673 0.000
C 7.68095 14.49071 8.67279 -0.4256 0.4055 -0.3277 0.000
C 7.09305 15.81902 9.20250 0.5263 0.5374 0.7047 0.000
C 7.88902 13.49298 9.81003 -0.4896 -0.6408 0.2683 -0.002
C 7.31839 12.19743 9.75900 -0.1422 0.9771 1.0763 -0.010
C 6.99964 11.50642 10.97043 0.1249 0.9192 -0.7136 -0.014
C 7.45516 11.99369 12.21264 -1.0669 -0.3979 -0.4776 -0.009
C 6.80805 11.50142 13.48267 0.8571 0.6036 1.0813 0.000
C 8.32184 13.10321 12.20905 -0.3502 -0.2597 -1.5332 -0.004
C 8.46405 13.87194 11.04174 0.7886 0.2787 -0.0447 -0.002
H 6.33383 14.78874 6.97508 0.4359 -0.3070 0.0492 0.000
H 5.81774 13.55622 8.13793 0.7124 0.4472 -0.6520 0.000
H 7.12512 13.17154 7.00681 0.1789 -0.1745 -0.4552 0.000
H 8.60537 14.73863 8.18005 0.7290 -0.0168 -0.0331 0.000
H 6.03128 15.71390 9.40343 -0.1523 -0.1527 0.2386 0.000
H 7.17029 16.66637 8.49665 0.2118 -0.6626 0.0565 0.000
H 7.60096 16.15121 10.13395 -0.4056 -0.1501 -0.5542 0.000
H 6.95722 11.85631 8.80596 -0.2662 -0.2833 -0.0907 0.000
H 6.28105 10.68995 10.87472 0.3222 -0.0326 0.3571 0.000
H 7.52107 11.64611 14.35320 -0.7236 -0.6778 -0.9308 0.000
H 6.39997 10.47460 13.41073 0.3689 0.6569 0.1769 0.000
H 6.00676 12.22713 13.72791 0.0967 -0.5308 -0.2752 0.000
H 8.79823 13.38287 13.11432 0.2842 0.4428 0.7036 0.000
H 9.06112 14.81609 11.04943 -0.5907 -0.9027 0.2607 0.000
C 11.29439 11.32370 16.15729 -0.9267 0.2950 -0.1039 0.000
C 10.84242 12.07603 14.90677 0.2774 0.8622 -0.7055 0.000
C 11.98113 12.33870 13.93475 1.2077 0.8149 0.0182 0.000
C 12.97904 13.27420 14.40204 -1.0996 -1.5224 -1.1550 0.000
C 14.08137 13.57585 13.62555 -0.1934 -0.0062 0.7367 0.000
C 14.24411 12.92028 12.42515 0.6729 0.1777 -1.4668 0.000
C 13.36684 11.95285 11.93690 -0.9405 0.0208 1.1587 0.000
C 13.77070 11.15686 10.73201 0.5520 0.6727 -0.8748 0.000
C 15.07414 10.33116 10.90761 -0.6195 -1.3403 -0.7447 0.000
C 12.16180 11.69683 12.67266 2.3224 0.7007 0.7590 0.000
N 11.27858 10.68258 12.24426 -1.6216 -2.9357 1.1554 -0.021
C 11.25771 9.54280 13.00592 0.9345 2.7274 -0.1151 0.000
C 10.10225 8.76073 13.15962 -1.8799 -0.0066 -1.2977 0.000
C 9.73201 7.83394 14.12915 0.0128 -0.7886 -0.4618 0.000
C 8.41687 7.40694 13.86774 0.4216 0.4384 -0.5872 0.000
C 8.00105 8.10654 12.73634 0.8862 1.3596 0.0447 0.000
N 8.96804 8.99800 12.29590 0.3557 -1.1881 0.8613 -0.021
H 10.37526 11.02122 16.67396 0.4318 0.0600 0.3614 0.000
H 11.91732 11.97155 16.77814 -0.1852 -0.1903 0.0662 0.000
H 11.85705 10.43808 15.92058 0.2663 -0.4108 -0.1580 0.000
H 10.46340 13.07479 15.21136 0.0463 -0.5299 -0.0559 0.000
H 10.02741 11.59166 14.36935 -0.1033 -0.3227 0.1905 0.000
H 12.86470 13.66467 15.39645 -0.0762 0.3109 0.1808 0.000
H 14.84160 14.25549 14.01152 -0.2222 -0.0784 -0.2788 0.000
H 15.09917 13.20025 11.77179 -0.4748 -0.4014 0.6457 0.000
H 14.02652 11.92130 9.97693 -0.1880 -0.3150 -0.0501 0.000
H 12.93912 10.56430 10.30111 0.5496 0.1843 0.4288 0.000
H 15.97757 10.92209 11.09139 -0.4100 0.0208 0.1540 0.000
H 15.25322 9.74440 9.96435 -0.1138 0.6328 0.7061 0.000
H 14.95462 9.54828 11.68044 0.1533 0.5257 -0.0838 0.000
H 12.15566 9.29730 13.64330 -0.9682 0.4678 -0.5338 0.000
H 10.36408 7.40534 14.88199 0.2324 0.1321 0.2690 0.000
H 7.86591 6.64566 14.39237 -0.0599 0.0934 0.1157 0.000
H 7.01029 8.14346 12.29679 0.1341 -0.2341 -0.0817 0.000
N 6.80723 6.07170 7.12485 -0.1976 -1.2834 -1.3902 0.000
C 5.84152 6.66157 8.05735 0.1598 0.2931 0.9166 0.000
C 6.63193 7.29686 9.18792 0.1943 -1.3734 1.4089 0.000
N 7.50458 8.34829 8.74170 -0.1542 0.3713 0.3454 -0.004
C 8.42832 7.86643 7.72701 0.7825 -0.1159 0.3305 0.000
C 7.76346 7.10420 6.59536 -0.5069 0.8132 -0.6634 0.000
H 6.27288 5.60221 6.36232 0.5565 0.6114 0.2100 0.000
H 7.29395 5.28095 7.55289 0.2629 0.1991 0.3224 0.000
H 5.19520 5.87501 8.43209 -0.2683 0.0236 -0.1136 0.000
H 5.30142 7.43933 7.51711 -0.2484 -0.2334 -0.0498 0.000
H 7.24071 6.51225 9.74853 -0.6169 0.8103 -0.7477 0.000
H 5.90970 7.64668 9.92081 0.0015 0.2641 0.0914 0.000
H 6.89634 9.07178 8.37490 0.2352 0.3256 -0.2609 0.000
H 9.15877 7.18116 8.20473 -0.1943 0.5354 -0.0433 0.000
H 8.97918 8.75672 7.37748 -0.0129 -0.6492 -0.2147 0.000
H 8.48619 6.62926 5.93472 -0.0562 -0.0380 0.0325 0.000
H 7.11953 7.79076 6.01877 0.3157 -0.3200 -0.0134 0.000
C 12.91995 11.41854 7.19038 0.7858 0.5707 0.4169 0.000
Si 11.15192 11.60194 7.78513 0.8918 -1.2475 -0.1457 -0.003
C 9.95852 12.05984 6.43232 0.6814 0.7268 -0.6711 0.000
C 11.21375 12.96113 9.02205 0.8996 0.6741 1.1352 -0.005
N 10.72620 10.16367 8.66127 -1.2674 -0.3447 1.4033 -0.027
C 11.47539 8.99315 8.48957 1.2136 -1.4608 -0.4306 -0.001
C 11.84937 8.47522 7.18251 -0.4152 0.2850 1.6296 -0.001
C 12.78369 7.44973 7.06426 0.2269 -0.0183 -1.4466 0.000
C 13.31652 6.84253 8.18083 0.7366 -0.9929 0.1205 -0.001
C 12.89251 7.19939 9.44220 0.0270 0.2013 0.2565 0.000
C 12.01999 8.26252 9.60593 -0.7430 0.7991 -0.2085 -0.002
H 13.37938 12.42827 7.07549 -0.3682 -0.5430 -0.1492 0.000
H 13.00308 10.89340 6.25492 0.0742 -0.0982 -0.5279 0.000
H 13.60528 10.88430 7.89190 -0.7832 0.2744 -0.2821 0.000
H 10.53385 12.79081 5.81460 -0.4783 -0.2786 0.2459 0.000
H 9.09936 12.60260 6.82048 -0.1353 -0.0403 0.0097 0.000
H 9.63066 11.28809 5.73177 0.0503 -0.1012 0.2392 0.000
H 10.68148 13.83349 8.69207 -0.0878 0.6783 -0.1944 0.000
H 12.28822 13.22387 9.21784 -0.9102 -0.0802 -0.3869 0.000
H 10.86365 12.79170 10.04465 -0.2013 -0.2362 0.1597 -0.003
H 11.40602 8.90560 6.29436 0.0739 0.2318 -0.0613 0.000
H 13.16460 7.12378 6.04982 -0.6869 0.4869 1.2383 0.000
H 14.08634 6.06846 8.08762 -0.3779 0.2850 -0.1105 0.000
H 13.29864 6.70507 10.32793 -0.1144 0.1312 -0.3043 0.000
H 11.85051 8.56031 10.65694 -0.2237 0.1208 -0.7424 -0.001
```
Positions in Å, forces in eV/Å.


[2]
Below is a cluster of 4 separate species, C16H40O8 in total at a distorted geometry, with properties calculated with wB97M-V/def2-TZVPD.

The value obtained for the LUMO energy is 0.0152 Eh. As for the HOMO-LUMO gap: 9.91 eV. Its SMILES is COCCOC.COCCOC.COCCOC.COCCOC. The energy relative to the best compared isomer or geometry (same formula, charge and spin) is 6.6325 eV. Its calculated total energy is -33612.448 eV. For the largest force on an atom, the calculation gives 0.0614 Eh/bohr. The spin multiplicity is 1.

Geometry as XYZ:
```
64
Properties=species:S:1:pos:R:3:forces:R:3:mulliken_charge:R:1
C -16.00642 25.36845 22.91748 -0.2264 0.4101 0.0437 -0.562
O -15.86136 24.06755 23.36189 -0.6533 -3.0619 -0.4085 -0.397
C -16.88702 23.07312 22.90019 0.4142 1.9233 -0.0387 -0.446
C -17.07806 22.96827 21.34356 -0.0633 -1.5053 0.9868 -0.335
O -18.44569 22.91470 21.01564 -0.6869 0.2428 -1.0371 -0.369
C -18.99282 24.19379 20.88592 -0.4532 0.8397 1.0704 -0.609
H -16.96913 25.76924 23.23477 -0.1558 0.3382 0.0272 0.256
H -15.91570 25.49163 21.83828 -0.0144 -0.0675 -0.2197 0.229
H -15.19215 25.92341 23.38343 -0.1383 0.1486 0.0010 0.239
H -17.83434 23.34789 23.36406 -0.3325 0.5367 -0.2997 0.342
H -16.73907 22.10915 23.38700 0.9971 0.1050 -0.2752 0.333
H -16.81180 21.96780 21.00258 0.8948 0.1211 0.1740 0.227
H -16.52370 23.70959 20.76803 -0.0239 0.1510 0.1226 0.331
H -20.07162 24.22569 20.73340 -0.0313 -0.7645 0.0727 0.279
H -18.60217 24.83034 20.09200 0.6274 -0.2440 -0.1842 0.252
H -18.80573 24.65357 21.85633 -0.1535 0.8282 -0.0396 0.229
C -24.38321 19.96386 20.20543 1.0041 0.7047 1.1563 -0.742
O -25.37972 19.46452 21.05346 -0.7583 0.4158 0.5806 -0.345
C -24.85737 18.95596 22.27928 0.8793 -0.1219 -0.7365 -0.658
C -25.93437 18.66941 23.29946 0.2703 1.4812 -0.7136 -0.510
O -26.70407 19.87195 23.57515 -1.6047 -2.6363 0.0307 -0.352
C -25.96391 20.94798 23.92366 2.1054 1.9903 -0.1812 -0.717
H -24.77321 20.43209 19.30168 -0.1892 -0.9099 -0.1441 0.296
H -23.55619 19.25623 20.14719 -0.1732 -0.5502 -1.0594 0.315
H -23.84370 20.78414 20.67889 -0.1254 0.5766 0.4642 0.288
H -24.09179 19.57822 22.74272 0.1004 0.5924 -0.3447 0.404
H -24.33372 18.05034 21.97316 0.1069 -0.5387 0.5196 0.494
H -25.47406 18.38822 24.24665 0.0846 -0.5217 -0.0885 0.360
H -26.48623 17.86929 22.80616 -1.0109 0.3184 0.7870 0.319
H -26.43832 21.77341 24.45443 -1.1922 -0.3333 -0.3989 0.301
H -25.51228 21.34630 23.01513 0.1385 0.5704 -0.1003 0.239
H -25.12252 20.82126 24.60492 0.3681 -1.0363 0.2287 0.310
C -13.98860 25.00380 15.96837 -1.3257 0.1478 -0.3563 -0.778
O -12.65389 24.77468 15.75416 0.9592 -0.2629 -0.8430 -0.278
C -11.97016 24.23167 16.85222 1.4175 1.1172 -0.9270 -0.488
C -10.52995 23.79628 16.39359 -0.8735 0.1864 0.4266 -0.560
O -9.77429 24.76851 15.65444 0.1892 -0.8122 0.3451 -0.305
C -8.52983 24.20830 15.21226 -0.1133 -0.3578 -0.6557 -0.776
H -14.43345 25.36331 15.04048 0.2308 0.3393 -0.0280 0.269
H -14.18869 25.72560 16.76025 0.0551 0.1705 0.2028 0.296
H -14.56893 24.10260 16.16625 0.1124 -0.4552 0.4228 0.308
H -12.54663 23.37588 17.20350 0.3535 -0.2270 0.4868 0.367
H -11.86905 25.03120 17.58613 -0.1651 -0.1457 0.5682 0.327
H -10.73510 22.87060 15.85591 0.5970 -0.0736 -0.5943 0.321
H -9.94741 23.56119 17.28437 -0.1001 -0.2734 0.2499 0.369
H -7.81035 23.80440 15.92453 -0.4359 0.2955 1.1023 0.319
H -7.93833 24.92281 14.63981 -0.5669 0.3537 -0.0155 0.278
H -8.70031 23.33941 14.57661 -0.3363 -0.0015 -0.3787 0.330
C -9.32403 30.90921 19.25576 -0.5961 -2.3749 -0.0031 -0.642
O -10.22422 30.71909 20.30724 -0.4603 0.2141 2.7876 -0.324
C -9.68333 29.86280 21.35145 -0.1434 1.0967 0.2895 -0.622
C -10.46367 29.98307 22.67800 0.5407 0.8381 -1.2474 -0.426
O -10.28039 31.23231 23.33399 0.4556 0.6179 0.5659 -0.305
C -10.74825 31.29162 24.69128 -0.2051 -1.0844 -0.0497 -0.785
H -8.31671 31.00377 19.66127 0.1636 0.9291 -0.5263 0.288
H -9.76151 31.58653 18.52231 0.5770 0.4389 0.3965 0.243
H -9.38285 29.90904 18.82644 0.8391 -0.1125 -1.1433 0.283
H -8.63419 30.07879 21.55332 0.2509 0.1287 -0.3484 0.386
H -9.80105 28.81306 21.08261 0.1605 -0.1951 -0.3354 0.359
H -10.10082 29.18929 23.33096 -0.4968 -0.3531 -0.0415 0.350
H -11.44238 29.87083 22.21147 -0.9162 -0.1654 1.2257 0.284
H -10.21156 30.67805 25.41490 0.2486 -1.3177 -0.5549 0.297
H -11.79619 30.99220 24.67534 -0.1313 0.2129 0.4315 0.311
H -10.58047 32.18170 25.29767 -0.2892 1.1230 -1.4480 0.302
```
Positions in Å, forces in eV/Å.


[3]
Below is a structure of composition C16H29BCl2O4V at a distorted geometry, with properties calculated with wB97M-V/def2-TZVPD.

The value obtained for the LUMO energy (alpha / beta) is 0.1708 / 0.1708 Eh. As for the HOMO-LUMO gap (alpha / beta): 4.33 / 3.71 eV. The total charge is -2. The energy relative to the best compared isomer or geometry (same formula, charge and spin) is 0.1708 eV. As for the expectation value of S²: 0.76. Its calculated total energy is -76666.517 eV. For the largest force on an atom, the calculation gives 0.1257 Eh/bohr. The spin multiplicity is 2.

Geometry as XYZ:
```
53
Properties=species:S:1:pos:R:3:forces:R:3:lowdin_spin:R:1
C -0.58730 1.03125 -2.66975 0.6733 -0.3790 0.1540 -0.003
C -1.41789 0.02766 -2.04487 -0.1676 -0.7743 -0.6960 -0.006
C -0.59167 -1.09100 -1.67978 1.0407 -0.4825 -1.3552 -0.002
C -2.90929 0.00495 -2.06379 0.1682 0.1306 0.2907 0.001
C 0.76307 -0.77581 -2.02163 -0.4888 -0.2730 -2.0100 0.022
C 0.75286 0.51020 -2.66597 0.3905 -1.4925 -0.6391 0.000
C 1.97309 1.22234 -3.09678 0.5721 0.2945 -0.4312 0.001
C -1.04410 2.38446 -3.11431 -0.0215 0.0067 -0.1143 0.004
C -1.06920 -2.39922 -1.15613 -0.1267 0.1861 0.4801 -0.001
C 1.97310 -1.60640 -1.73411 -0.0232 -0.1147 0.0698 0.013
V 0.02790 0.67265 -0.73668 -0.9461 4.7395 4.2924 0.949
Cl -1.75201 0.49466 1.16205 0.0377 -0.0777 -0.1387 0.003
Cl 1.54575 1.08543 1.18523 1.0238 -0.1992 -0.3793 0.019
O 0.79403 -1.68602 1.56726 0.6202 -0.2083 0.1554 0.002
H -3.27225 0.97886 -1.73140 -0.3447 -0.0772 -0.0229 0.000
H -3.26114 -0.75547 -1.36670 -0.1750 0.1148 0.0671 0.000
H -3.31169 -0.22678 -3.06210 0.0426 0.0965 0.0727 -0.001
H -1.77655 -2.17717 -0.35685 -0.1056 -0.3534 0.1902 0.000
H -0.23738 -2.96271 -0.73005 -0.1337 -0.0423 0.0494 0.000
H -1.57340 -3.01874 -1.91544 0.1231 0.1777 0.0095 -0.001
H 1.79398 -2.22478 -0.84540 0.1172 0.1428 -0.1145 0.000
H 2.83786 -0.95669 -1.53360 -0.1837 -0.3105 -0.0522 0.000
H 2.20187 -2.29007 -2.56890 0.0997 0.1610 0.1105 0.003
H 2.87842 0.62667 -2.92467 -0.1467 0.0559 -0.0948 0.000
H 2.06197 2.18664 -2.57028 -0.1611 -0.2286 -0.1138 0.000
H 1.88973 1.42815 -4.16119 0.1948 0.0083 -0.4738 -0.001
H -1.90523 2.71840 -2.51911 0.1824 -0.0573 -0.0666 0.000
H -1.36938 2.35167 -4.16040 -0.0443 0.1609 -0.1664 0.000
H -0.24812 3.12741 -2.99169 -0.0692 -0.2051 0.0637 0.000
H 1.62271 -1.18058 1.39070 -0.8683 0.1838 -0.2187 0.001
O 1.14461 2.84756 -1.04035 0.4394 -0.8655 0.2402 -0.005
H 2.03450 2.58580 -0.68792 -1.4499 0.4654 -0.0749 0.000
C 0.51524 0.78446 5.62709 -0.3362 0.2629 0.0859 0.000
C 0.53291 -0.50613 4.83589 -0.2292 -0.1818 -0.3007 0.000
C 1.68378 -1.36592 5.37554 0.0825 -0.2916 -0.0407 0.000
O 0.85887 -0.17485 3.49361 -0.5893 -0.8880 0.3122 0.000
B 0.23959 -1.14813 2.68168 0.4297 -0.1915 0.2242 0.001
O -0.75065 -1.86510 3.36388 0.2597 0.1786 0.5239 0.000
C -0.85659 -1.28477 4.66554 0.3436 0.6653 -0.0607 0.000
C -1.05030 -2.35279 5.71769 0.1400 -0.0226 0.0758 0.000
C -2.05380 -0.33703 4.68850 -0.1199 0.2426 0.1042 0.000
H 1.47784 1.28516 5.48246 -0.1358 -0.0450 -0.0214 0.000
H 0.38023 0.60489 6.69795 -0.0653 -0.0367 0.0172 0.000
H -0.27629 1.44737 5.27203 0.1555 0.0015 0.0182 0.000
H 2.62618 -0.83698 5.17451 -0.2787 -0.0938 0.0041 0.000
H 1.61657 -1.54339 6.45600 -0.0859 -0.0067 -0.0999 0.000
H 1.72560 -2.33382 4.86231 0.0192 0.1312 0.0388 0.000
H -1.07571 -1.86156 6.69230 -0.0469 -0.0859 0.1393 0.000
H -1.99069 -2.87863 5.56492 -0.0845 -0.0528 -0.0411 0.000
H -0.23211 -3.06971 5.71591 -0.0217 -0.1054 -0.0437 0.000
H -1.96354 0.49675 3.98294 0.1477 -0.2904 -0.0124 0.000
H -2.97063 -0.88128 4.43385 0.2077 -0.0300 -0.0410 0.000
H -2.17387 0.06538 5.69888 -0.0614 0.0567 0.0344 0.000
```
Positions in Å, forces in eV/Å.


Which value of spin multiplicity does entry 1 give? 7


energy relative to the best compared isomer or geometry (same formula, charge and spin) of number 3 (C16H29BCl2O4V)? 0.1708 eV


What is the spin multiplicity in the first record? 7